A structure of composition C22H42BrN2OP2Zr at a distorted geometry, computed with ωB97M-V/def2-TZVPD.

XYZ file:
```
71
Properties=species:S:1:pos:R:3
Zr 0.013 0.007 0.209
P -0.112 -2.371 -0.889
P -0.071 2.485 -0.567
N 1.700 0.110 -1.070
C 1.575 -2.348 -1.656
H 2.096 -3.284 -1.413
H 1.426 -2.345 -2.748
C 2.449 -1.147 -1.229
H 2.988 -1.416 -0.294
H 3.222 -1.006 -2.004
C 2.484 1.340 -1.276
H 3.050 1.236 -2.226
H 3.256 1.493 -0.486
C 1.596 2.599 -1.403
H 1.382 2.761 -2.472
H 2.131 3.490 -1.040
C 0.100 3.301 1.107
C -1.036 2.909 2.072
H -0.749 3.235 3.084
H -1.223 1.822 2.137
H -1.987 3.392 1.808
C -1.305 3.333 -1.593
C -2.693 3.397 -0.935
H -3.422 3.726 -1.691
H -2.729 4.109 -0.099
H -3.027 2.418 -0.572
C -1.326 -3.115 -2.018
C -2.712 -3.262 -1.371
H -3.446 -3.483 -2.159
H -3.039 -2.336 -0.881
H -2.753 -4.077 -0.638
C 0.059 -3.413 0.647
C -1.165 -3.241 1.562
H -0.879 -3.538 2.583
H -1.990 -3.883 1.223
H -1.551 -2.208 1.622
C -2.187 -0.020 0.376
C -0.828 4.690 -2.125
H -0.772 5.447 -1.335
H 0.153 4.616 -2.607
H -1.542 5.038 -2.883
C -0.831 -4.395 -2.701
H -1.537 -4.658 -3.499
H 0.150 -4.255 -3.168
H -0.774 -5.245 -2.013
C 0.383 -4.891 0.402
H 0.721 -5.316 1.359
H -0.498 -5.468 0.085
H 1.195 -5.036 -0.322
C 0.331 4.813 1.030
H -0.583 5.367 0.776
H 0.659 5.155 2.024
H 1.123 5.070 0.314
H 1.025 2.856 1.514
H 0.933 -2.974 1.161
H -1.401 2.655 -2.461
H -1.426 -2.345 -2.802
O -3.359 -0.027 0.385
H -0.595 -0.017 -3.427
H -1.282 0.118 -3.131
Br 1.329 -1.791 6.035
C 1.438 -0.799 4.437
C 2.566 -0.024 4.176
C 2.649 0.643 2.967
C 1.636 0.472 2.032
N 0.539 -0.292 2.284
C 0.407 -0.895 3.507
H 3.360 0.045 4.900
H 3.480 1.285 2.684
H 1.724 0.950 1.018
H -0.502 -1.461 3.679
```

The net charge is +3. For the molar mass, the calculation gives 583.67 g mol⁻¹. The calculation puts the HOMO energy at -0.655 Eh. The LUMO energy is -11.6750 eV. The HOMO-LUMO gap comes out at 6.160 eV.